No. 1
DFT (ωB97M-V/def2-TZVPD) results for C32H32N7O2SSn as an isolated structure in a non-equilibrium geometry.

Each line ends with the Löwdin charge.
Geometry (Å):
Sn1 -0.706 0.998 1.367  1.29
N1 3.226 1.386 -2.588  0.13
C1 2.879 1.535 -1.295  -0.15
N2 1.718 1.903 -0.879  0.15
C2 0.728 2.155 -1.815  -0.29
N3 -0.346 2.776 -1.472  0.09
N4 -0.617 2.946 -0.174  -0.10
C3 -0.981 4.079 0.272  -0.06
C4 -1.358 4.197 1.672  -0.25
C5 -1.628 5.440 2.236  0.00
C6 -1.919 5.524 3.586  -0.03
C7 -1.972 4.356 4.332  -0.03
C8 -1.723 3.156 3.691  -0.11
N5 -1.396 3.075 2.406  0.00
C9 0.967 1.834 -3.214  -0.09
C10 -0.029 1.897 -4.188  0.00
C11 0.273 1.635 -5.508  -0.06
C12 1.576 1.298 -5.873  -0.06
C13 2.568 1.201 -4.918  -0.01
C14 2.264 1.469 -3.587  -0.18
H1 4.163 1.107 -2.835  0.16
H2 3.656 1.347 -0.561  0.14
H3 -0.977 4.972 -0.351  0.14
H4 -1.601 6.324 1.614  0.12
H5 -2.099 6.484 4.051  0.12
H6 -2.205 4.370 5.387  0.11
H7 -1.786 2.210 4.216  0.12
H8 -1.028 2.170 -3.877  0.12
H9 -0.497 1.705 -6.263  0.11
H10 1.813 1.113 -6.912  0.11
H11 3.578 0.920 -5.192  0.12
N6 0.056 -0.766 5.507  0.18
C15 0.023 -0.139 4.316  -0.55
O1 -0.861 -0.395 3.497  -0.11
C16 1.095 0.893 4.061  -0.22
C17 1.281 1.205 2.573  -0.33
H12 -0.678 -1.413 5.740  0.12
H13 0.753 -0.555 6.197  0.11
H14 2.021 0.549 4.533  0.11
H15 0.775 1.795 4.593  0.11
H16 1.996 0.489 2.157  0.02
H17 1.739 2.192 2.473  0.04
C18 -5.869 -0.776 -1.271  -0.09
C19 -4.436 -0.901 -0.746  -0.22
C20 -3.961 0.301 -0.082  -0.24
N7 -3.542 1.233 0.443  0.11
H18 -6.134 -1.679 -1.818  0.08
H19 -5.963 0.079 -1.938  0.08
H20 -6.574 -0.656 -0.451  0.08
H21 -3.742 -1.103 -1.566  0.12
H22 -4.361 -1.721 -0.030  0.12
O2 -0.294 -0.980 -0.898  -0.59
S1 0.726 -1.525 0.034  0.88
C21 2.002 -2.229 -1.035  -0.37
C22 1.711 -2.467 -2.366  -0.07
C23 2.681 -3.035 -3.178  -0.07
C24 3.928 -3.354 -2.655  -0.07
C25 4.217 -3.087 -1.322  -0.07
C26 3.251 -2.518 -0.506  -0.09
C27 0.115 -3.144 0.540  -0.36
C28 -0.954 -3.700 -0.138  -0.07
C29 -1.436 -4.938 0.261  -0.06
C30 -0.849 -5.597 1.333  -0.07
C31 0.217 -5.024 2.012  -0.07
C32 0.703 -3.787 1.617  -0.08
H23 0.736 -2.193 -2.750  0.11
H24 2.463 -3.232 -4.219  0.11
H25 4.676 -3.816 -3.286  0.11
H26 5.193 -3.326 -0.921  0.11
H27 3.464 -2.302 0.535  0.11
H28 -1.396 -3.152 -0.960  0.11
H29 -2.271 -5.386 -0.260  0.11
H30 -1.230 -6.561 1.643  0.11
H31 0.663 -5.540 2.851  0.11
H32 1.528 -3.324 2.147  0.11

Properties
HOMO energy, Ha: -0.3443
Charge: +1
LUMO energy, Eh: -0.102
Frontier orbital gap, eV: 6.596


No. 2
DFT (ωB97M-V/def2-TZVPD) results for C32H33AsN2O4RuSSe3 as an isolated structure in a non-equilibrium geometry.

Each line ends with the Löwdin charge.
Geometry (Å):
Ru1 -0.062 0.267 0.234  0.51
S1 1.842 1.522 0.322  0.75
C1 2.933 1.010 -0.938  -0.63
C2 4.297 1.123 -0.674  -0.10
C3 5.214 0.669 -1.602  -0.07
C4 4.771 0.119 -2.797  -0.07
C5 3.415 0.040 -3.073  -0.09
C6 2.477 0.493 -2.153  -0.39
As1 0.557 0.366 -2.386  1.30
C7 0.076 2.262 -2.516  -0.41
C8 -1.123 2.660 -1.929  -0.14
C9 -1.455 4.005 -1.848  -0.08
C10 -0.588 4.957 -2.365  -0.08
C11 0.600 4.566 -2.966  -0.07
C12 0.936 3.221 -3.040  -0.10
C13 0.464 -0.230 -4.252  -0.36
C14 0.857 -1.544 -4.509  -0.13
C15 0.775 -2.064 -5.790  -0.08
C16 0.281 -1.277 -6.822  -0.09
C17 -0.146 0.016 -6.562  -0.08
C18 -0.064 0.540 -5.280  -0.09
H1 4.614 1.523 0.280  0.11
H2 6.272 0.720 -1.382  0.11
H3 5.484 -0.262 -3.517  0.10
H4 3.085 -0.382 -4.013  0.09
H5 -1.802 1.908 -1.537  0.06
H6 -2.381 4.308 -1.377  0.11
H7 -0.841 6.007 -2.297  0.10
H8 1.275 5.308 -3.374  0.10
H9 1.872 2.914 -3.491  0.11
H10 1.241 -2.149 -3.693  0.10
H11 1.096 -3.079 -5.985  0.10
H12 0.215 -1.679 -7.825  0.10
H13 -0.543 0.624 -7.365  0.10
H14 -0.398 1.551 -5.078  0.10
C19 -0.997 -3.748 -1.603  -0.02
N1 -1.357 -3.716 -0.201  -0.10
C20 -1.234 -4.753 0.686  -0.03
C21 -1.649 -4.303 1.889  -0.02
N2 -2.019 -2.992 1.729  -0.10
C22 -2.482 -2.112 2.781  -0.02
C23 -1.806 -2.631 0.454  -0.65
Se1 -2.247 -0.977 -0.309  0.65
H15 -0.948 -4.782 -1.934  0.10
H16 -0.026 -3.274 -1.730  0.07
H17 -1.737 -3.202 -2.183  0.07
H18 -0.822 -5.704 0.403  0.13
H19 -1.672 -4.795 2.844  0.13
H20 -2.886 -2.711 3.594  0.10
H21 -3.248 -1.447 2.390  0.07
H22 -1.647 -1.517 3.145  0.08
O1 1.680 -3.327 1.505  -0.45
Se2 1.686 -1.764 1.175  0.69
O2 0.508 -0.997 2.062  -0.60
O3 1.094 -1.522 -0.386  -0.65
O4 3.106 -1.057 1.338  -0.46
C24 -3.361 7.259 2.903  -0.05
C25 -2.814 5.927 2.471  -0.27
C26 -3.648 4.832 2.284  -0.01
C27 -3.142 3.575 1.984  -0.31
C28 -4.075 2.410 1.788  -0.08
C29 -1.757 3.412 1.870  -0.46
Se3 -1.094 1.590 1.870  0.82
C30 -0.900 4.514 1.962  -0.29
C31 0.580 4.403 1.763  -0.07
C32 -1.453 5.753 2.266  -0.01
H23 -4.449 7.247 2.923  0.07
H24 -3.029 8.053 2.233  0.08
H25 -3.006 7.507 3.905  0.08
H26 -4.720 4.953 2.396  0.12
H27 -5.097 2.751 1.633  0.08
H28 -4.052 1.754 2.663  0.08
H29 -3.766 1.811 0.929  0.05
H30 0.822 3.579 1.102  -0.04
H31 1.089 4.230 2.715  0.10
H32 0.978 5.317 1.323  0.09
H33 -0.786 6.602 2.371  0.12

Properties
Expectation value of S²: 6.04
HOMO energy (alpha / beta), Ha: -0.2748 / -0.2926
Multiplicity: 5
Relative energy (zero: lowest compared OMol25 entry of this formula, charge and spin), kcal/mol: 2.10
LUMO energy (alpha / beta), Eh: -0.024 / -0.071
Frontier orbital gap (alpha / beta), eV: 6.824 / 6.042


No. 3
DFT (ωB97M-V/def2-TZVPD) results for a 6-piece molecular cluster, C32H33BrF40O8P overall in a non-equilibrium geometry.

Each line ends with the Löwdin charge.
Geometry (Å):
C1 -0.175 -0.960 -6.519  -0.07
C2 1.136 -1.336 -6.368  -0.23
C3 2.291 -0.438 -5.891  -0.29
P1 2.865 -0.791 -4.068  0.52
C4 3.109 -1.509 -2.275  -0.24
C5 1.951 -2.451 -1.887  -0.79
O1 1.835 -3.529 -2.337  0.01
Br1 0.584 -1.889 -0.537  0.72
O2 1.156 -0.874 -3.652  -0.38
C6 0.717 0.426 -3.306  -0.25
C7 1.941 1.384 -2.944  -0.22
O3 3.102 0.858 -3.626  -0.35
H1 -0.721 -0.520 -5.651  0.03
H2 -0.776 -1.109 -7.443  0.03
H3 1.383 -2.402 -6.604  0.09
H4 2.101 0.649 -6.060  0.07
H5 3.197 -0.679 -6.510  0.07
H6 2.983 -2.175 -4.523  0.01
H7 4.290 -0.761 -4.360  0.01
H8 4.024 -2.156 -2.234  0.09
H9 3.245 -0.687 -1.533  0.05
H10 0.093 0.347 -2.381  0.07
H11 0.203 0.993 -4.126  0.11
H12 1.732 2.457 -3.182  0.11
H13 2.287 1.384 -1.877  0.09
C8 -4.482 -4.819 -1.913  -0.04
C9 -5.237 -3.743 -1.102  -0.43
C10 -6.018 -2.692 -1.900  -0.30
F1 -5.245 -1.977 -2.734  0.10
F2 -6.592 -1.802 -1.049  0.09
F3 -4.374 -3.159 -0.243  0.13
F4 -6.149 -4.408 -0.329  0.10
O4 -3.085 -4.594 -2.158  0.03
C11 -2.760 -3.751 -3.236  -0.50
C12 -2.129 -2.422 -2.802  -0.29
F5 -2.913 -1.761 -1.918  0.06
F6 -1.966 -1.611 -3.868  0.10
F7 -3.851 -3.584 -4.014  0.13
F8 -1.874 -4.430 -3.987  0.16
H14 -4.499 -5.720 -1.298  0.13
H15 -5.013 -5.098 -2.824  0.14
H16 -6.815 -3.160 -2.485  0.17
H17 -1.156 -2.578 -2.335  0.09
C13 -1.085 -6.671 0.397  -0.03
C14 0.043 -7.263 1.270  -0.43
C15 0.746 -8.517 0.739  -0.29
F9 -0.094 -9.555 0.552  0.09
F10 1.679 -8.935 1.633  0.09
F11 -0.434 -7.465 2.521  0.12
F12 0.995 -6.296 1.381  0.11
O5 -2.431 -7.045 0.724  0.04
C16 -2.882 -8.274 0.236  -0.52
C17 -3.139 -9.303 1.343  -0.28
F13 -2.060 -9.490 2.123  0.10
F14 -3.455 -10.507 0.803  0.09
F15 -2.036 -8.716 -0.712  0.14
F16 -4.049 -8.032 -0.400  0.14
H18 -1.058 -5.594 0.568  0.15
H19 -0.884 -6.787 -0.669  0.15
H20 1.254 -8.308 -0.206  0.18
H21 -3.965 -8.979 1.981  0.17
C18 -2.009 1.807 2.960  -0.04
C19 -0.818 2.672 2.488  -0.42
C20 -1.170 3.984 1.780  -0.30
F17 -1.908 3.805 0.673  0.10
F18 -0.033 4.620 1.384  0.08
F19 -0.002 1.905 1.735  0.12
F20 -0.102 3.004 3.602  0.11
O6 -2.432 0.739 2.105  0.04
C21 -3.285 1.062 1.042  -0.51
C22 -2.622 0.892 -0.330  -0.28
F21 -1.474 1.594 -0.422  0.09
F22 -3.439 1.345 -1.310  0.10
F23 -3.787 2.301 1.233  0.13
F24 -4.335 0.220 1.126  0.15
H22 -1.665 1.299 3.862  0.15
H23 -2.853 2.416 3.287  0.14
H24 -1.712 4.656 2.451  0.16
H25 -2.390 -0.155 -0.528  0.14
C23 5.575 2.355 2.903  -0.05
C24 5.080 2.073 4.335  -0.44
C25 5.183 0.625 4.821  -0.30
F25 4.487 -0.232 4.054  0.10
F26 4.677 0.523 6.078  0.09
F27 3.820 2.542 4.464  0.13
F28 5.853 2.830 5.172  0.09
O7 4.605 2.387 1.861  0.04
C26 4.195 1.173 1.302  -0.51
C27 2.736 0.837 1.617  -0.29
F29 2.495 0.841 2.948  0.09
F30 2.416 -0.395 1.171  0.02
F31 5.050 0.195 1.668  0.13
F32 4.332 1.307 -0.030  0.15
H26 5.967 3.373 2.923  0.15
H27 6.430 1.732 2.635  0.14
H28 6.227 0.297 4.850  0.17
H29 2.066 1.561 1.152  0.16
C28 0.366 8.535 3.911  -0.04
C29 1.602 9.363 3.508  -0.44
C30 1.331 10.734 2.885  -0.30
F33 0.598 10.658 1.757  0.09
F34 2.503 11.327 2.547  0.09
F35 2.391 8.613 2.712  0.14
F36 2.316 9.580 4.652  0.10
O8 -0.099 7.549 2.991  0.04
C31 -0.920 7.960 1.941  -0.51
C32 -0.252 7.826 0.570  -0.27
F37 0.923 8.485 0.521  0.10
F38 -1.048 8.352 -0.391  0.10
F39 -1.374 9.205 2.186  0.13
F40 -2.006 7.154 1.979  0.14
H30 0.673 7.953 4.781  0.15
H31 -0.450 9.165 4.270  0.14
H32 0.814 11.389 3.592  0.17
H33 -0.064 6.776 0.336  0.16

Properties
HOMO energy, Ha: -0.1473
Charge: -1
LUMO energy, Eh: 0.061
Frontier orbital gap, eV: 5.682


No. 4
DFT (ωB97M-V/def2-TZVPD) results for C32H33Cl3MnNO2PSiTe as an isolated structure in a non-equilibrium geometry.

Each line ends with the Löwdin charge.
Geometry (Å):
Mn1 0.627 0.100 -1.977  0.05
C1 2.267 -4.801 2.662  -0.03
C2 1.959 -3.560 1.871  -0.22
C3 2.660 -2.370 2.099  0.07
C4 2.406 -1.215 1.382  -0.08
C5 3.211 0.043 1.627  -0.31
O1 4.314 0.137 1.149  0.12
C6 2.634 1.092 2.515  -0.15
C7 3.325 2.291 2.672  0.00
C8 2.828 3.267 3.517  -0.05
C9 1.647 3.046 4.217  -0.06
C10 0.959 1.848 4.072  -0.07
C11 1.454 0.872 3.219  -0.04
C12 1.446 -1.244 0.368  -0.26
O2 1.239 -0.104 -0.320  -0.26
C13 0.712 -2.414 0.111  -0.08
C14 0.991 -3.559 0.886  0.05
C15 -0.283 -2.497 -0.942  -0.17
N1 -0.448 -1.555 -1.827  -0.05
C16 -1.411 -1.765 -2.923  -0.27
C17 -2.101 -0.484 -3.392  -0.46
Te1 -3.225 0.353 -1.790  1.46
C18 -1.571 3.198 -1.099  -0.63
C19 -2.624 3.634 -0.099  -0.11
C20 -2.668 4.897 0.319  -0.04
C21 -1.662 5.877 -0.108  -0.05
C22 -0.565 5.474 -0.741  -0.04
C23 -0.250 4.016 -0.969  -0.35
C24 -1.120 -3.731 -1.002  -0.24
C25 -0.862 -4.708 -1.956  -0.03
C26 -1.642 -5.855 -1.993  -0.04
C27 -2.681 -6.019 -1.087  -0.04
C28 -2.936 -5.043 -0.132  -0.04
C29 -2.148 -3.902 -0.080  -0.03
H1 2.949 -4.581 3.479  0.09
H2 2.733 -5.557 2.030  0.09
H3 1.361 -5.233 3.085  0.09
H4 3.424 -2.345 2.867  0.15
H5 4.252 2.435 2.134  0.13
H6 3.367 4.194 3.648  0.11
H7 1.273 3.803 4.892  0.11
H8 0.058 1.668 4.642  0.11
H9 0.938 -0.077 3.130  0.12
H10 0.440 -4.470 0.692  0.13
H11 -2.168 -2.492 -2.625  0.12
H12 -0.896 -2.187 -3.793  0.14
H13 -2.797 -0.711 -4.198  0.07
H14 -1.432 0.314 -3.725  0.02
H15 -3.412 2.945 0.187  0.09
H16 -3.474 5.222 0.964  0.12
H17 -1.823 6.922 0.115  0.12
H18 0.199 6.183 -1.036  0.13
H19 0.261 3.922 -1.933  0.11
H20 -0.047 -4.587 -2.658  0.13
H21 -1.435 -6.622 -2.726  0.12
H22 -3.287 -6.912 -1.118  0.12
H23 -3.736 -5.179 0.582  0.12
H24 -2.322 -3.157 0.687  0.12
C30 -1.323 0.941 0.881  -0.27
P1 -1.151 1.412 -0.862  0.79
C31 0.723 3.563 0.119  -0.05
C32 -2.118 3.379 -2.527  -0.10
H25 -0.582 1.515 1.436  0.04
H26 -1.086 -0.118 0.988  0.04
H27 -2.311 1.150 1.289  0.05
H28 0.287 3.668 1.113  0.10
H29 1.615 4.188 0.090  0.10
H30 1.074 2.533 -0.010  0.05
H31 -2.171 4.447 -2.744  0.11
H32 -3.143 3.002 -2.620  0.05
H33 -1.481 2.913 -3.284  0.06
Cl1 2.672 -1.488 -4.889  0.34
Si1 2.559 -0.819 -3.000  -0.16
Cl2 1.157 1.618 -3.371  0.24
Cl3 4.368 -0.722 -2.181  0.42

Properties
Expectation value of S²: 3.80
HOMO energy (alpha / beta), Ha: -0.5027 / -0.5039
Charge: +2
Multiplicity: 4
LUMO energy (alpha / beta), Eh: -0.254 / -0.348
Frontier orbital gap (alpha / beta), eV: 6.761 / 4.254


No. 5
DFT (ωB97M-V/def2-TZVPD) results for C32H33ClN5O2SZr as an isolated structure in a non-equilibrium geometry.

Each line ends with the Löwdin charge.
Geometry (Å):
Zr1 -0.775 -0.093 -0.424  1.85
C1 3.488 -2.835 0.909  -0.20
C2 3.926 -1.907 2.058  -0.17
C3 4.310 -0.473 1.630  -0.19
N1 3.114 0.189 1.145  0.03
C4 2.651 1.294 1.577  -0.23
C5 3.410 2.232 2.412  -0.01
C6 2.978 2.941 3.467  -0.06
C7 1.643 3.000 3.995  -0.08
C8 0.513 2.695 3.331  -0.07
C9 0.368 2.250 1.974  -0.02
C10 1.258 1.651 1.144  -0.22
N2 0.779 1.215 -0.104  -0.19
C11 1.570 1.579 -1.283  -0.21
C12 1.526 0.463 -2.325  -0.17
C13 1.950 -0.877 -1.703  -0.20
N3 0.830 -1.784 -1.374  0.01
C14 0.500 -2.139 -0.152  -0.38
C15 0.675 -1.396 1.055  -0.14
C16 -0.353 -1.083 1.952  -0.10
C17 -1.719 -1.205 1.703  -0.16
C18 -2.324 -2.125 0.777  -0.13
C19 -1.734 -3.128 0.078  0.01
C20 -0.296 -3.390 0.048  -0.28
N4 0.257 -4.515 0.194  0.14
C21 1.730 -4.592 0.126  -0.18
C22 2.479 -3.928 1.319  -0.16
H1 4.370 -3.301 0.464  0.12
H2 3.044 -2.232 0.119  0.06
H3 4.773 -2.341 2.591  0.12
H4 3.114 -1.824 2.789  0.11
H5 5.042 -0.513 0.818  0.13
H6 4.773 0.039 2.479  0.11
H7 4.462 2.296 2.160  0.12
H8 3.722 3.520 4.003  0.11
H9 1.544 3.400 4.996  0.11
H10 -0.422 2.879 3.849  0.11
H11 -0.625 2.374 1.553  0.11
H12 2.611 1.731 -0.990  0.12
H13 1.205 2.517 -1.710  0.12
H14 2.201 0.724 -3.140  0.12
H15 0.534 0.384 -2.787  0.09
H16 2.576 -0.666 -0.837  0.08
H17 2.543 -1.431 -2.432  0.12
H18 1.632 -0.900 1.183  0.07
H19 -0.070 -0.453 2.786  0.13
H20 -2.396 -0.664 2.347  0.12
H21 -3.399 -2.030 0.674  0.12
H22 -2.360 -3.763 -0.541  0.13
H23 2.073 -4.142 -0.813  0.11
H24 1.972 -5.650 0.078  0.11
H25 2.993 -4.701 1.891  0.11
H26 1.739 -3.498 1.998  0.10
Cl1 -6.667 5.738 -2.474  0.72
C23 -5.453 4.587 -2.065  -0.66
C24 -5.528 3.921 -0.848  -0.08
C25 -4.553 2.997 -0.524  0.00
C26 -3.510 2.743 -1.413  -0.14
C27 -3.445 3.418 -2.628  0.00
C28 -4.417 4.342 -2.958  -0.08
C29 -2.493 1.743 -1.074  -0.57
O1 -1.535 1.478 -1.850  -0.09
O2 -2.563 1.063 0.025  -0.15
H27 -6.344 4.133 -0.170  0.11
H28 -4.589 2.466 0.417  0.12
H29 -2.628 3.213 -3.307  0.13
H30 -4.384 4.875 -3.898  0.11
S1 -2.611 -2.498 -4.291  1.10
C30 -3.831 -1.619 -3.479  -0.35
C31 -3.314 -1.031 -2.379  -0.22
N5 -1.952 -1.198 -2.223  -0.13
C32 -1.454 -1.921 -3.195  -0.45
H31 -4.854 -1.613 -3.818  0.08
H32 -3.872 -0.446 -1.665  0.12
H33 -0.409 -2.186 -3.241  0.08

Properties
HOMO energy, Ha: -0.3830
Charge: +1
Relative energy (zero: lowest compared OMol25 entry of this formula, charge and spin), kcal/mol: 89.58
LUMO energy, Eh: -0.129
Frontier orbital gap, eV: 6.904